The following is a DFT calculation (ωB97M-V with the def2-TZVPD basis set) of a molecular structure, C29H24N6O2STe4Ti.

Structure (XYZ):
```
67
Properties=species:S:1:pos:R:3:mulliken_charge:R:1
Ti 0.375 0.185 1.563 -0.28
C 5.597 2.946 1.037 -0.39
C 5.725 1.564 1.097 -0.71
C 4.608 0.751 0.987 0.02
C 3.338 1.297 0.782 -0.51
C 3.220 2.684 0.722 0.16
C 4.336 3.497 0.861 -0.99
N 2.211 0.453 0.708 1.41
C 2.356 -0.682 -0.093 -0.10
C 3.115 -0.757 -1.264 -0.06
C 3.121 -1.910 -2.038 -0.85
C 2.364 -3.015 -1.664 -0.57
C 1.599 -2.973 -0.504 -0.62
C 1.585 -1.828 0.279 0.05
N 0.878 -1.612 1.452 0.68
N -0.100 -2.487 1.898 -1.21
C -0.774 -1.921 2.897 0.49
C -1.876 -2.643 3.462 -0.83
C -2.595 -2.078 4.460 -0.12
C -2.243 -0.787 4.940 -0.97
C -1.204 -0.135 4.349 0.01
N -0.451 -0.651 3.347 0.12
H 6.465 3.585 1.144 0.36
H 6.699 1.112 1.251 0.33
H 4.708 -0.324 1.066 0.45
H 2.247 3.125 0.559 0.34
H 4.203 4.571 0.853 0.42
H 3.683 0.112 -1.572 0.48
H 3.705 -1.935 -2.951 0.36
H 2.368 -3.912 -2.273 0.35
H 1.005 -3.821 -0.188 0.47
H -2.105 -3.612 3.040 0.42
H -3.453 -2.596 4.877 0.35
H -2.787 -0.313 5.744 0.39
H -0.914 0.859 4.670 0.24
C -5.275 -3.295 -3.089 -1.46
C -4.468 -2.285 -2.316 1.15
C -4.780 -0.934 -2.367 -0.84
C -4.045 -0.001 -1.640 -0.16
C -2.987 -0.433 -0.866 -0.58
C -2.650 -1.781 -0.802 -0.28
C -3.396 -2.696 -1.522 -1.08
S -1.980 0.733 0.030 1.32
O -1.995 0.260 1.418 -0.66
O -2.548 2.025 -0.239 -0.76
N -0.463 0.525 -0.459 0.77
C -0.129 1.387 -1.541 -0.24
C -0.800 1.273 -2.766 -0.35
C -0.452 2.122 -3.794 -0.56
C 0.580 3.034 -3.599 -0.86
C 1.184 3.064 -2.355 -0.33
N 0.825 2.277 -1.345 0.37
H -5.864 -2.813 -3.869 0.36
H -5.967 -3.827 -2.431 0.29
H -4.630 -4.040 -3.556 0.35
H -5.605 -0.600 -2.987 0.31
H -4.276 1.055 -1.670 0.53
H -1.810 -2.102 -0.192 0.34
H -3.143 -3.749 -1.468 0.38
H -1.574 0.528 -2.889 0.40
H -0.984 2.077 -4.737 0.39
H 0.908 3.697 -4.388 0.38
H 1.991 3.758 -2.138 0.37
Te 1.535 1.909 3.552 -0.48
Te 2.689 4.028 4.770 -0.48
Te -0.569 5.353 2.004 -0.45
Te -0.330 2.699 1.748 0.21
```

The calculation puts the energy relative to the best compared isomer or geometry (same formula, charge and spin) at 81.6 kcal per mole. The LUMO energy is 3.719 eV. For the HOMO energy, the calculation gives -0.55 eV. As for the net charge: -2.